(1)
C4H6N2O | ωB97M-V with the def2-TZVPD basis set

Geometry (Å):
O -2.61 -0.35 0.08
C -1.59 0.41 0.06
N -0.29 0.10 -0.05
C 0.69 1.19 -0.12
C 1.94 0.39 0.18
C 1.49 -0.97 -0.03
N 0.19 -1.20 -0.09
H -1.74 1.50 -0.11
H 0.54 1.68 -1.10
H 0.32 1.95 0.62
H 2.47 0.36 1.13
H 2.68 0.66 -0.53
H 2.15 -1.79 -0.18

Summary:
ΔE to the lowest compared entry with this formula, charge and spin ... 243.0 kJ/mol
2S+1 ... 1
Lowest unoccupied orbital energy ... 0.65 eV
HOMO level ... -0.3278 Eh

Löwdin atomic charge list, values in e, 6 entries: -0.029, -0.292, -0.169, -0.121, -0.149, -0.133

(2)
C13H32BBrNbO18S4 | ωB97M-V with the def2-TZVPD basis set

Geometry (Å):
C 3.12 3.07 1.16
B 1.83 2.17 1.46
O 1.30 2.29 2.74
Nb 0.84 0.68 -0.05
Br 0.58 -1.25 1.70
C 2.84 -0.04 -0.86
C 3.86 -0.58 0.20
C 3.79 -2.12 0.45
C 5.23 -2.67 0.60
O 5.26 -3.88 1.37
H 3.99 2.72 1.75
H 3.34 3.08 0.08
H 2.89 4.11 1.48
H 0.79 1.49 2.96
H -0.13 -0.26 -1.29
H -0.76 1.36 0.54
H 0.86 2.02 -1.28
H 3.30 0.78 -1.44
H 2.61 -0.87 -1.56
H 4.88 -0.38 -0.21
H 3.82 -0.08 1.18
H 3.32 -2.27 1.44
H 3.19 -2.65 -0.30
H 5.87 -1.94 1.12
H 5.64 -2.93 -0.40
H 4.38 -4.02 1.75
C 0.38 -4.45 -4.28
C 0.71 -3.02 -4.66
O 0.00 -2.22 -3.71
S -0.08 -3.00 -2.30
O 0.96 -2.53 -1.46
O -1.44 -3.05 -1.90
O 0.35 -4.46 -2.85
H -0.61 -4.74 -4.64
H 1.12 -5.16 -4.65
H 0.41 -2.78 -5.67
H 1.78 -2.81 -4.54
C 0.62 -9.34 -2.54
C 2.05 -9.01 -2.91
O 2.15 -9.33 -4.30
S 0.74 -9.05 -5.01
O 0.79 -7.76 -5.62
O 0.35 -10.21 -5.73
O -0.15 -8.93 -3.68
H 0.48 -10.41 -2.40
H 0.29 -8.81 -1.65
H 2.77 -9.59 -2.33
H 2.26 -7.95 -2.79
C -1.06 6.31 3.89
C -1.97 6.60 2.71
O -1.87 5.45 1.87
S -1.64 4.14 2.80
O -2.90 3.51 3.01
O -0.50 3.44 2.33
O -1.24 4.92 4.16
H -0.01 6.48 3.63
H -1.32 6.91 4.76
H -1.67 7.49 2.16
H -3.01 6.70 3.02
C -6.16 6.44 3.33
C -7.36 6.22 2.44
O -8.07 7.46 2.48
S -7.02 8.67 2.64
O -6.76 9.22 1.36
O -7.42 9.47 3.74
O -5.75 7.79 3.08
H -6.43 6.36 4.38
H -5.35 5.75 3.11
H -7.99 5.40 2.78
H -7.06 6.03 1.40

Summary:
2S+1 ... 1
Charge ... -1
Lowest unoccupied orbital energy ... 1.84 eV
HOMO level ... -0.1439 Eh

Löwdin atomic charge list, values in e, 6 entries: -0.095, -0.674, -0.063, 0.999, -0.031, -0.397

Copy entry 2 word for word.
C13H32BBrNbO18S4 | ωB97M-V with the def2-TZVPD basis set

Geometry (Å):
C 3.12 3.07 1.16
B 1.83 2.17 1.46
O 1.30 2.29 2.74
Nb 0.84 0.68 -0.05
Br 0.58 -1.25 1.70
C 2.84 -0.04 -0.86
C 3.86 -0.58 0.20
C 3.79 -2.12 0.45
C 5.23 -2.67 0.60
O 5.26 -3.88 1.37
H 3.99 2.72 1.75
H 3.34 3.08 0.08
H 2.89 4.11 1.48
H 0.79 1.49 2.96
H -0.13 -0.26 -1.29
H -0.76 1.36 0.54
H 0.86 2.02 -1.28
H 3.30 0.78 -1.44
H 2.61 -0.87 -1.56
H 4.88 -0.38 -0.21
H 3.82 -0.08 1.18
H 3.32 -2.27 1.44
H 3.19 -2.65 -0.30
H 5.87 -1.94 1.12
H 5.64 -2.93 -0.40
H 4.38 -4.02 1.75
C 0.38 -4.45 -4.28
C 0.71 -3.02 -4.66
O 0.00 -2.22 -3.71
S -0.08 -3.00 -2.30
O 0.96 -2.53 -1.46
O -1.44 -3.05 -1.90
O 0.35 -4.46 -2.85
H -0.61 -4.74 -4.64
H 1.12 -5.16 -4.65
H 0.41 -2.78 -5.67
H 1.78 -2.81 -4.54
C 0.62 -9.34 -2.54
C 2.05 -9.01 -2.91
O 2.15 -9.33 -4.30
S 0.74 -9.05 -5.01
O 0.79 -7.76 -5.62
O 0.35 -10.21 -5.73
O -0.15 -8.93 -3.68
H 0.48 -10.41 -2.40
H 0.29 -8.81 -1.65
H 2.77 -9.59 -2.33
H 2.26 -7.95 -2.79
C -1.06 6.31 3.89
C -1.97 6.60 2.71
O -1.87 5.45 1.87
S -1.64 4.14 2.80
O -2.90 3.51 3.01
O -0.50 3.44 2.33
O -1.24 4.92 4.16
H -0.01 6.48 3.63
H -1.32 6.91 4.76
H -1.67 7.49 2.16
H -3.01 6.70 3.02
C -6.16 6.44 3.33
C -7.36 6.22 2.44
O -8.07 7.46 2.48
S -7.02 8.67 2.64
O -6.76 9.22 1.36
O -7.42 9.47 3.74
O -5.75 7.79 3.08
H -6.43 6.36 4.38
H -5.35 5.75 3.11
H -7.99 5.40 2.78
H -7.06 6.03 1.40

Summary:
2S+1 ... 1
Charge ... -1
Lowest unoccupied orbital energy ... 1.84 eV
HOMO level ... -0.1439 Eh

Löwdin atomic charge list, values in e, 6 entries: -0.095, -0.674, -0.063, 0.999, -0.031, -0.397

Question: Number 2 is which compound?
Answer: C13H32BBrNbO18S4